Record 1
# C21H61InN4O4PSi

C21H61InN4O4PSi as an isolated structure (the ωB97M-V functional and the def2-TZVPD basis, the OMol25 dataset).

Element x y z (Å)
1 In 2.0662 0.7481 3.7084
2 P -0.3712 1.2991 4.1572
3 Si 2.5995 0.4031 1.2062
4 O -0.8176 -1.8529 -5.8908
5 O -1.4998 -4.4011 3.0808
6 O -2.0726 5.1889 7.3579
7 O 3.6616 -0.4505 -10.9014
8 N 2.4625 0.3503 -8.3992
9 N -3.9978 -4.3365 4.5252
10 N 0.9971 -1.2072 -3.7216
11 N -1.0632 5.9266 4.7361
12 C -2.4994 5.7933 4.9832
13 C -2.8105 4.8909 6.1854
14 C 2.1473 -0.9525 -8.9951
15 C 4.3451 -0.3663 1.1120
16 C -0.4544 1.4478 6.0280
17 C 0.3019 -0.1515 -4.4597
18 C 2.8857 -2.0428 -8.2260
19 C -0.3398 -3.9413 3.7607
20 C -2.1973 -1.8084 -5.5849
21 C -3.0189 -5.4001 4.7657
22 C 2.4071 -0.9737 -10.5082
23 C -0.8287 0.3905 -3.5907
24 C -2.3139 -5.1355 6.0916
25 C 1.3367 -0.7481 0.3650
26 C -3.1230 7.1830 5.0796
27 C -1.2896 -0.2904 3.7947
28 C 4.7449 -1.3581 -10.8348
29 C -2.6022 6.2200 8.1618
30 C 2.5614 2.0457 0.2290
31 C -0.1473 -0.6034 -5.8561
32 C -2.0619 -5.5922 3.5790
33 H 0.5580 1.5825 6.4055
34 H -4.1684 7.1278 5.3931
35 H 2.2752 -1.9850 -10.9152
36 H 3.5827 2.3453 -0.0134
37 H 3.1753 2.0137 4.3281
38 H -2.2840 -0.1063 3.3927
39 H 1.0756 -1.1300 -8.8597
40 H 4.4315 -2.3740 -11.0928
41 H 1.4349 -1.7876 0.6737
42 H 2.4883 -0.8051 4.5395
43 H 3.9466 -1.8173 -8.1180
44 H -1.4575 1.0881 -4.1491
45 H -2.6370 -6.0125 2.7477
46 H -1.9245 -4.1199 6.1478
47 H -0.6227 6.2150 5.6057
48 H -2.9329 5.3000 4.1086
49 H -3.8864 4.8845 6.4101
50 H -1.2711 -6.3150 3.8247
51 H -1.0350 2.3117 6.3431
52 H -0.4185 0.9180 -2.7304
53 H -2.6702 -2.6594 -6.0760
54 H 0.3471 -0.4041 0.6729
55 H 0.4012 -2.0308 -3.7131
56 H 0.2338 -3.3325 3.0642
57 H -2.2642 6.0457 9.1840
58 H 1.0144 0.6640 -4.6147
59 H -2.3755 -1.8946 -4.5107
60 H -0.6005 -3.3112 4.6121
61 H -3.4846 -3.4961 4.2686
62 H -3.6970 6.2151 8.1505
63 H -0.7597 0.1685 -6.3425
64 H 1.8920 1.0661 -8.8406
65 H -4.5418 -4.5632 3.6976
66 H 0.7465 -0.7352 -6.4704
67 H 1.6635 -0.3328 -10.9896
68 H -1.4837 -5.8284 6.2429
69 H -3.0864 7.6767 4.1083
70 H -0.8531 0.5470 6.4940
71 H 2.4732 -2.1383 -7.2217
72 H -2.2411 7.2038 7.8491
73 H -0.6683 5.0092 4.5388
74 H -3.5728 -6.3392 4.8715
75 H -3.0138 -5.2587 6.9184
76 H 4.2560 -1.4294 1.3321
77 H -1.4617 -0.4072 -3.2024
78 H 1.3601 -0.6873 -0.7249
79 H 5.4918 -1.0299 -11.5575
80 H 1.9877 1.9486 -0.6930
81 H 4.8553 -0.1937 0.1640
82 H -2.5322 3.8707 5.9139
83 H -2.6593 -0.8887 -5.9566
84 H 2.1254 2.8539 0.8122
85 H 5.2084 -1.3613 -9.8456
86 H 1.8247 -1.4941 -4.2371
87 H -1.3834 -0.9194 4.6800
88 H 3.4150 0.5839 -8.6675
89 H 2.7884 -3.0108 -8.7216
90 H 4.9463 0.0718 1.9083
91 H -2.5878 7.8205 5.7838
92 H -0.7156 -0.8313 3.0442
93 H 0.2842 -4.7764 4.0935

* net charge: -1
* HOMO level: -3.6 eV

Atom charges from the Mulliken analysis, given in e for atoms 1 to 6: 0.4757 0.0319 0.1205 -0.3851 -0.3541 -0.3493

Record 2
# C21H64N4O11

A 11-piece molecular cluster, C21H64N4O11 overall (the ωB97M-V functional and the def2-TZVPD basis, the OMol25 dataset).

Element x y z (Å)
1 O 1.5790 -27.0510 -11.8980
2 O -0.4120 -25.0760 -9.3940
3 O 0.4230 -31.8190 -11.7110
4 O 4.1070 -27.0340 -7.0760
5 O -1.0740 -29.8630 -6.5730
6 O -0.1230 -33.2400 -9.0870
7 O -4.4000 -27.5080 -10.3220
8 O -0.5120 -27.8060 -8.8400
9 O -2.3660 -31.5700 -10.2010
10 O 1.7450 -27.5280 -5.8140
11 O 5.0040 -31.2630 -9.8980
12 N 0.0960 -28.9410 -10.8670
13 N -1.8380 -27.7120 -6.3740
14 N -3.2760 -29.1800 -5.9110
15 N -0.5210 -30.1650 -9.1420
16 C 0.6340 -30.6160 -13.6200
17 C -2.0580 -28.9370 -6.3170
18 C -2.6380 -31.2580 -11.5100
19 C 2.3050 -26.3710 -8.5180
20 C -3.5990 -28.5010 -9.7450
21 C -2.0120 -25.3230 -11.0720
22 C 1.6040 -28.9030 -6.2730
23 C -0.2790 -28.9640 -9.5800
24 C 1.0360 -26.1210 -12.8720
25 C -2.4840 -25.0150 -8.5870
26 C 2.9010 -30.5210 -9.5600
27 C 4.4480 -25.0900 -8.2010
28 C 4.3170 -29.7510 -11.4100
29 C 0.5520 -33.0760 -13.6770
30 C 4.0050 -30.8560 -10.4870
31 C -0.1160 -35.1960 -7.7820
32 C 0.8610 -31.8990 -12.8470
33 C 1.0710 -32.8680 -7.3950
34 C -0.0610 -33.6850 -7.9350
35 C 3.7530 -26.5100 -8.1700
36 C -1.5190 -24.6890 -9.7670
37 H 1.1640 -29.1250 -7.2800
38 H 1.1630 -29.7190 -13.3000
39 H 4.9800 -29.9980 -12.2480
40 H 1.8110 -25.7520 -7.7880
41 H 1.0610 -29.4680 -5.4850
42 H 5.4300 -24.9690 -7.8030
43 H -0.9760 -33.2400 -7.5740
44 H -1.1590 -35.5920 -7.9130
45 H 3.3790 -29.3840 -11.8490
46 H -2.6810 -32.0740 -12.1520
47 H 4.6930 -28.8910 -10.9170
48 H -1.9220 -30.5740 -11.7920
49 H -2.7430 -28.6110 -10.3480
50 H -4.3830 -27.5420 -11.2490
51 H 3.0210 -29.4850 -9.2300
52 H 2.5120 -26.8130 -11.7330
53 H -3.4560 -28.3920 -8.6970
54 H -1.0240 -33.0760 -9.3990
55 H 2.7080 -29.1650 -6.1530
56 H 0.9930 -27.3970 -5.2480
57 H -1.6510 -26.2830 -11.1920
58 H -2.5200 -26.1150 -8.4470
59 H 4.3880 -24.7100 -9.2000
60 H -3.6520 -30.1200 -6.1320
61 H 0.9060 -34.0550 -13.2290
62 H -4.1880 -29.3820 -9.9570
63 H -2.5000 -26.9980 -6.2540
64 H 0.7370 -32.6360 -11.2670
65 H -3.0870 -25.3360 -11.1900
66 H -0.9190 -27.4580 -6.8110
67 H 3.0530 -31.1030 -8.6770
68 H 1.9040 -27.3860 -8.5130
69 H 4.0200 -27.2600 -8.9180
70 H 3.8080 -24.3450 -7.7960
71 H 1.9120 -30.6370 -10.0480
72 H 0.5400 -35.6440 -8.5530
73 H 0.4910 -26.6240 -13.7580
74 H -3.6240 -30.8410 -11.5640
75 H -0.4210 -30.2720 -13.7440
76 H 1.9310 -32.1390 -12.6220
77 H 1.7920 -25.4870 -13.1590
78 H 0.3070 -29.7340 -11.3800
79 H -0.5320 -33.1500 -13.8900
80 H 2.0190 -33.0470 -7.7870
81 H 3.5590 -31.5680 -11.1420
82 H -3.5220 -24.6350 -8.6850
83 H 2.0950 -25.9530 -9.4760
84 H -1.6810 -24.7140 -11.9420
85 H 5.6150 -31.6460 -10.5450
86 H 1.1070 -30.7410 -14.5570
87 H -3.9250 -28.4270 -5.6310
88 H -1.4320 -23.5630 -9.7770
89 H -0.2750 -30.9870 -9.6050
90 H 0.5820 -28.0790 -11.1260
91 H 1.1040 -33.1540 -14.6250
92 H 0.3760 -25.4000 -12.4010
93 H -1.8120 -30.8870 -9.8340
94 H 0.1600 -35.6320 -6.8240
95 H -0.6260 -30.1640 -8.0830
96 H 0.9380 -31.7730 -7.3530
97 H -2.0080 -24.4730 -7.7820
98 H -0.5710 -25.9690 -9.0980
99 H 3.3200 -26.9180 -6.5120
100 H 1.0400 -33.0040 -6.2950

* structure (SMILES): NC(N)=O.NC(N)=O.CC(C)O.CC(C)O.CC(C)O.CC(C)O.CC(C)O.CO.CO.CO.CO
* net charge: 0
* energy relative to the best compared isomer or geometry (same formula, charge and spin): 219.93 kcal/mol
* HOMO level: -8.8 eV

Atom charges from the Mulliken analysis, given in e for atoms 1 to 6: -0.4933 -0.3871 0.1492 -0.5696 -0.5511 -0.2686

Record 3
# C21H6Br4Cl3I2NO4Os

C21H6Br4Cl3I2NO4Os as an isolated structure (the ωB97M-V functional and the def2-TZVPD basis, the OMol25 dataset).

Element x y z (Å)
1 Os -1.0874 0.4311 1.2742
2 I -0.5565 -0.9743 -7.2353
3 I 3.6111 3.0060 -5.8590
4 Br 2.4834 3.5507 2.7998
5 Br 3.5071 2.7071 5.8766
6 Br 2.2174 0.0239 7.3150
7 Br -0.0571 -1.7806 5.6486
8 Cl -3.5075 -1.0966 3.8404
9 Cl -3.1503 -0.3688 -1.4793
10 Cl -2.3447 -5.2111 0.6016
11 O 0.3804 1.5575 1.8222
12 O -1.2726 1.0918 -4.6874
13 O -3.0073 0.5399 1.4256
14 O -0.6084 -0.4868 2.9188
15 N -0.6206 0.8949 -0.3984
16 C 0.1493 1.0723 -1.3832
17 C -0.1202 1.1292 -5.0034
18 C -3.0034 -0.8013 1.2126
19 C 2.3290 0.5831 -2.4750
20 C -2.9120 -3.0560 2.1120
21 C 1.6623 0.5408 5.5936
22 C 1.4810 0.4749 -1.4353
23 C 1.0339 1.8574 -4.3860
24 C -2.6168 -2.6931 -0.2712
25 C 0.7048 -0.2214 4.9288
26 C 0.2861 0.1767 3.6687
27 C 2.2077 1.6802 4.9847
28 C 1.8903 0.4850 -6.1099
29 C -3.1094 -1.7156 2.2986
30 C 1.9977 1.3123 -3.6627
31 C 2.2867 1.5223 -5.0955
32 C 0.5689 0.2972 -6.0721
33 C 0.8272 1.3054 3.0667
34 C -2.6316 -3.5247 0.8229
35 C 1.7937 2.0616 3.7108
36 C -2.8432 -1.3269 -0.0866
37 H 3.3100 0.1304 -2.4205
38 H -0.2081 1.6993 -2.1969
39 H 2.5820 0.0173 -6.7953
40 H -2.4759 -3.0849 -1.2674
41 H -2.9667 -3.7386 2.9469
42 H 1.7896 -0.0676 -0.5489

* net charge: 0
* energy relative to the best compared isomer or geometry (same formula, charge and spin): 138.66 kcal/mol
* HOMO level: -8.6 eV

Atom charges from the natural (NBO) analysis, given in e for atoms 1 to 6: 1.3579 0.2239 0.1134 0.1186 0.1166 0.1165

Record 4
# C21H70N20O13

A 13-piece molecular cluster, C21H70N20O13 overall (the ωB97M-V functional and the def2-TZVPD basis, the OMol25 dataset).

Element x y z (Å)
1 O -1.1755 -3.8966 1.2237
2 O -1.9019 2.6251 -2.8505
3 O 3.3903 -4.0305 -5.2992
4 O -3.2501 -3.1058 -3.2511
5 O -2.7313 -0.7068 4.2337
6 O -5.0261 1.2077 -1.6549
7 O 2.0456 -3.0606 2.2568
8 O -0.9868 3.9229 4.5897
9 O 1.0687 0.7797 -0.1131
10 O 5.0305 1.0581 -3.8931
11 O 4.3648 2.7034 2.4785
12 O -0.4286 -1.4360 -4.5744
13 O 1.8193 4.2866 -3.3944
14 N -3.7219 4.9773 3.9019
15 N -3.0971 0.2913 -1.6186
16 N -1.4216 -2.2741 -2.2299
17 N 3.1811 2.9626 -2.3070
18 N 5.8749 1.1216 -1.8590
19 N -0.6241 -2.3912 2.7596
20 N -1.6238 4.5540 -1.9041
21 N 4.2007 -3.4832 2.8629
22 N 1.4214 2.0572 -3.1015
23 N 1.4784 -4.0584 -4.1392
24 N -2.7197 -2.7497 2.3495
25 N 2.9805 -5.6857 -3.7987
26 N -0.4577 -1.7211 -6.7291
27 N -4.6986 -0.7622 -0.5491
28 N 3.3933 -4.6850 1.4208
29 N -1.9206 -2.7837 -5.6923
30 N 5.5376 -0.7649 -2.8674
31 N 1.0148 -2.7800 -0.6895
32 N -3.4299 3.6825 -1.5836
33 N -2.7235 -3.6589 -1.1922
34 C 1.5287 -1.4675 -0.7131
35 C -2.2526 3.4930 -2.1036
36 C -3.1051 5.0173 5.2689
37 C 3.3173 1.9246 2.0706
38 C -2.4638 -3.0243 -2.3064
39 C 2.6339 -4.5429 -4.4678
40 C 3.8751 0.4971 1.8177
41 C -2.6560 0.5695 3.5153
42 C -2.1301 3.9159 5.5136
43 C 1.7595 -1.0911 -2.1839
44 C 5.4429 0.4979 -2.9080
45 C -0.8612 -2.0179 -5.5558
46 C -4.1612 5.0276 6.3364
47 C 3.1396 -3.6580 2.1364
48 C 0.5218 -0.4674 -0.1017
49 C 0.1178 1.7110 0.4575
50 C -3.3596 0.4849 2.1961
51 C 2.1303 3.1576 -3.0218
52 C -4.3430 0.2233 -1.3619
53 C -1.4768 -3.0580 2.0540
54 C -0.0879 2.9370 4.9748
55 H 1.3181 -3.0876 -4.3670
56 H 3.7360 3.7920 -2.1514
57 H 2.7355 -0.6073 -2.2217
58 H -1.6734 4.0565 6.4933
59 H 0.0214 2.2468 4.1383
60 H 0.1023 -0.8810 -6.7574
61 H 4.0584 -0.0309 2.7535
62 H 6.0666 -1.2815 -2.1793
63 H -3.1697 1.2647 4.1793
64 H -5.6310 -0.9018 -0.1868
65 H 6.0885 0.5562 -1.0498
66 H 2.5331 -1.4049 -0.2943
67 H 0.6549 2.6591 0.4311
68 H 1.7407 1.2668 -2.5598
69 H -2.7898 -0.1991 1.5671
70 H -3.6135 -4.1291 -1.1089
71 H 3.2024 -0.1626 1.2696
72 H 0.9618 -0.5285 -2.6688
73 H 5.1699 -1.2054 -3.6985
74 H 2.5615 1.9346 2.8560
75 H -3.1130 -0.4541 5.0775
76 H -2.5502 -0.5475 -1.7511
77 H 4.9611 -4.1398 2.7593
78 H -2.7296 1.1408 -2.0229
79 H -2.0742 -3.6254 -0.4193
80 H -2.4891 -2.8543 -4.8605
81 H -4.6706 4.0654 6.3901
82 H -2.1278 5.2919 -1.4335
83 H -0.2712 2.2964 5.8374
84 H -0.1620 1.5751 1.5022
85 H 3.9745 3.5008 2.8437
86 H 0.3581 -0.7570 0.9363
87 H 3.8000 -6.2041 -4.0812
88 H -3.3262 1.4881 1.7709
89 H 0.9432 -2.9301 0.3068
90 H -0.8790 -1.9349 3.6239
91 H 2.5545 -4.9930 0.9501
92 H 0.4346 2.2068 -3.2559
93 H -3.8328 4.5277 -1.2050
94 H -4.9473 5.7585 6.1467
95 H -3.4008 -3.0998 1.6910
96 H -1.2157 -1.7559 -3.0719
97 H -2.8720 -2.0522 3.0639
98 H -4.0112 2.8832 -1.7914
99 H -0.7668 -2.2088 -7.5577
100 H -4.4108 0.2072 2.2730
101 H -2.2437 -3.2639 -6.5200
102 H 4.7491 0.5901 1.1731
103 H -3.8445 5.2415 7.3572
104 H -0.7407 2.0375 -0.1294
105 H -0.7254 4.6952 -2.3434
106 H 0.8895 3.2684 5.3257
107 H -0.6571 -2.5424 -1.6268
108 H 0.3110 -2.6300 2.4617
109 H -4.5117 4.3485 3.8725
110 H 1.5978 -3.4409 -1.1828
111 H 1.9141 -1.8947 -2.9040
112 H -1.6244 0.9036 3.4047
113 H -2.6402 2.9528 5.4937
114 H 2.9000 2.3539 1.1597
115 H 0.8656 -4.7334 -3.7046
116 H -2.5577 5.9599 5.2634
117 H -0.4635 -0.5214 -0.5649
118 H 4.2432 -3.0351 3.7670
119 H 5.8196 2.1300 -1.8458
120 H -4.1467 -1.6029 -0.4565
121 H 3.4686 2.0966 -1.8740
122 H 2.3880 -6.0274 -3.0556
123 H -3.0393 4.7056 3.2088
124 H 4.3663 -4.6586 1.1512

* net charge: 0
* energy relative to the best compared isomer or geometry (same formula, charge and spin): 145.34 kcal/mol
* HOMO level: -8.8 eV

Atom charges from the Mulliken analysis, given in e for atoms 1 to 6: -0.8155 -0.7561 -0.6894 -0.9124 -0.6047 -0.8658

Across the entries above, orbital gap takes the values 5.55, 9.22, 6.71, 8.63 eV, respectively.